# 1
Here is a structure of composition C5H7N in a non-equilibrium geometry from the Open Molecules 2025 dataset. Energies are from wB97M-V/def2-TZVPD.

The geometry in XYZ format:
```
13
Properties=species:S:1:pos:R:3:forces:R:3
H -2.643994 0.426606 0.114535 -0.9 -0.3 0.8
H 2.739565 0.645405 -0.403773 1.7 -0.8 -0.6
H -0.788591 -0.202323 1.405911 -0.1 -0.5 1.6
C -1.663306 0.625069 -0.226372 0.9 -1.5 0.0
C 1.767442 0.746362 -0.058850 -0.6 3.4 1.2
H 1.536104 -2.436929 -0.246045 -0.1 -0.7 -0.5
H -1.277556 1.474399 0.198789 0.1 2.9 1.0
H 1.594165 1.844574 0.251816 -0.3 -1.9 -0.6
H -1.776309 0.824169 -1.256247 0.6 -0.4 -1.5
C 0.774598 -1.686510 -0.177693 -2.0 2.1 0.8
C 0.892535 -0.202849 0.081021 -1.3 -1.7 -0.4
N -0.538575 -1.746355 -0.056819 2.0 -0.3 0.2
C -0.616072 -0.311622 0.373724 -0.1 -0.4 -2.1
```
Positions in Å, forces in eV/Å.

Summary:
HOMO: -9.7 eV
orbital gap: 10.466 eV
LUMO energy: 0.8 eV

# 2
Here is the molecule C16H21N3O2S in a non-equilibrium geometry from the Open Molecules 2025 dataset. Energies are from wB97M-V/def2-TZVPD.

The geometry in XYZ format:
```
43
Properties=species:S:1:pos:R:3:forces:R:3
H -3.716788 0.194641 0.730855 0.0 0.0 0.0
H -0.890763 -0.988521 -1.249336 -0.1 0.1 -0.1
N -0.294391 1.780613 -0.358551 -0.2 0.0 0.2
N 1.490731 3.106300 -0.198749 0.6 0.1 -1.1
H 0.437925 0.930072 -5.413232 0.0 -0.1 -0.2
O 1.559809 -0.357254 1.243740 0.4 0.1 -0.1
C -2.655917 0.403043 0.876171 -0.1 -0.1 0.1
H -2.188977 0.560259 -0.095647 -0.2 -0.1 0.0
H -3.036705 1.580897 2.643420 0.0 0.0 0.0
H 0.841232 -0.936603 -1.567655 0.1 0.1 -0.1
C 0.319707 -2.100921 0.169345 0.3 0.0 -0.2
H 1.566743 -3.661093 -0.630042 0.0 0.0 -0.1
S 2.496097 2.780941 -3.102574 -0.4 -0.3 -0.2
C 0.024856 -1.574072 -1.236579 -0.1 -0.1 0.2
C -1.006541 1.904396 2.047565 0.1 -0.1 0.3
H 2.728703 -4.232389 1.484169 0.1 -0.1 0.1
C 1.062556 2.138290 -2.378876 0.4 0.0 -0.9
C -1.990239 -0.792381 1.564933 -0.3 -0.1 -0.3
C 0.879835 1.424718 -4.567113 0.2 0.1 -0.2
H -2.481991 -0.985511 2.526836 0.0 -0.1 -0.1
C 0.777238 2.351598 -0.994278 -0.1 0.4 1.3
C 1.815203 -3.643183 1.508195 0.0 0.1 -0.2
H -0.077713 -2.400961 -1.936608 0.0 -0.1 -0.1
H -0.899841 2.737703 2.748670 0.0 -0.1 0.0
H 2.451102 -2.259247 -0.006414 0.0 0.0 -0.1
C 2.058895 2.103074 -4.617801 0.1 0.1 0.3
H -0.499080 -2.741715 0.506793 0.0 0.0 0.0
C 0.305301 1.442968 -3.284123 0.1 0.2 0.5
H -2.093939 -1.679963 0.944796 0.0 0.0 0.1
H 0.631186 0.752789 2.906895 -0.2 0.0 0.1
C -2.481585 1.672261 1.706480 0.1 0.0 -0.3
C 1.609720 -2.928157 0.178668 -0.2 0.0 0.2
C -0.434380 0.630861 2.702972 0.4 0.2 0.2
H -0.968695 0.439354 3.638836 0.0 0.0 0.0
C -0.177669 2.219229 0.856429 0.0 0.1 -0.5
C 0.484592 -0.909674 1.104675 -0.2 -0.5 0.1
H 2.702081 2.245228 -5.463616 0.1 0.0 -0.2
H -2.877388 2.529235 1.159386 -0.1 0.0 0.1
H 0.981428 -4.310294 1.722257 -0.1 -0.1 0.1
H 1.895927 -2.919410 2.315567 0.0 0.0 0.1
O 0.875152 3.027674 1.008046 -0.5 -0.2 0.6
N -0.598119 -0.508468 1.829754 -0.1 0.2 0.3
H -0.625296 0.973671 -3.024261 -0.2 -0.1 0.1
```
Positions in Å, forces in eV/Å.

Summary:
HOMO: -8.7 eV
orbital gap: 9.256 eV
LUMO energy: 0.6 eV

# 3
Here is a structure of composition C9H16BeN3Se in a non-equilibrium geometry from the Open Molecules 2025 dataset. Energies are from wB97M-V/def2-TZVPD.

The geometry in XYZ format:
```
30
Properties=species:S:1:pos:R:3:forces:R:3
H 0.282740 -1.181652 -3.635984 -1.0 -0.5 -0.8
C -2.465299 -1.502972 1.062465 0.1 0.0 -0.6
H -1.191453 -3.625125 3.411250 0.0 0.2 -0.2
H 1.422891 -2.059772 -2.859176 -0.2 -1.3 -0.1
N -1.184819 0.529874 0.303598 -1.1 -0.7 -0.4
H 1.702067 0.473367 3.262514 -0.1 0.0 -0.3
H 2.048780 -1.017546 -4.126849 -0.1 0.1 0.2
H -3.351294 -1.266853 0.488004 -0.2 -0.1 0.2
H -0.321319 3.253343 -3.283894 0.1 -0.4 -0.2
H 1.825563 -0.834338 -2.238151 1.8 0.3 2.2
C -0.011351 1.119927 0.735257 0.3 0.8 -0.7
H -0.898069 4.553295 -2.463601 -0.8 0.6 0.1
H -3.255104 -3.167770 2.163454 0.2 0.1 0.0
C 1.893968 0.305240 2.188861 -0.5 -0.1 -0.6
H 0.880921 -2.192099 3.020659 0.0 -0.1 0.3
H 0.575620 4.639746 -3.197116 0.1 -0.2 0.2
C -1.195188 -2.802313 2.694833 -1.0 -0.5 -0.3
C -0.148759 -1.009254 1.542402 1.2 1.1 1.6
N 0.656811 0.137511 1.422028 0.8 -1.6 0.9
C 1.337439 -1.031384 -3.293165 0.4 -2.4 -1.6
H 1.113487 -0.051793 -3.058065 -0.8 3.7 0.1
H 2.456884 1.156119 1.773137 -0.2 -0.4 0.2
Be 0.661686 3.492286 -1.271430 1.0 -0.2 -0.3
N -0.045314 4.022199 -2.656170 -0.1 0.1 -0.2
C -1.322499 -0.750934 0.864736 -0.7 1.7 -0.3
H -1.923646 1.067330 -0.154548 0.6 -0.5 0.4
C -2.382154 -2.542414 1.981628 0.5 -0.8 0.6
Se 0.419068 2.947002 0.740498 -0.4 0.0 0.6
H 2.467521 -0.623243 2.081828 0.1 0.3 0.0
C -0.049176 -2.037776 2.500999 0.1 0.5 -1.1
```
Positions in Å, forces in eV/Å.

Summary:
total charge: -1
HOMO (spin up / spin down): -0.8 / -0.9 eV
orbital gap (spin up / spin down): 3.653 / 3.753 eV
LUMO energy (spin up / spin down): 2.9 / 2.9 eV

# 4
Here is the molecule C16H24N2O3S2 from the Open Molecules 2025 dataset. Energies are from wB97M-V/def2-TZVPD.

The geometry in XYZ format:
```
47
Properties=species:S:1:pos:R:3:forces:R:3
H -2.070481 2.428643 1.430232 0.0 0.0 0.0
H 1.353113 -2.164321 2.642164 0.1 0.0 0.1
H 1.150592 -3.426164 0.526108 -0.1 -0.1 0.0
C 3.044545 -2.824947 -0.300227 -0.3 -0.1 -0.1
H -3.479273 -2.872319 -1.989274 0.0 -0.1 0.0
C -2.778229 1.168907 -0.139426 -0.3 0.1 0.3
C 2.020046 -1.933429 1.808821 -0.3 -0.1 -0.2
H 1.523953 -1.856423 -1.470681 -0.1 0.0 -0.1
H 3.313735 3.889023 0.693520 0.2 0.1 -0.1
C 2.876465 2.903335 0.778099 0.0 -0.4 -0.8
C 1.487026 -0.726526 1.041027 0.4 0.1 0.1
H -1.650718 0.433899 -1.635071 0.2 0.1 0.2
H 3.001904 -1.692844 2.221387 0.1 0.0 0.1
H 3.385219 2.319774 1.532950 0.1 -0.1 0.1
H 0.872681 1.834935 -2.108784 -0.3 -0.2 -0.1
H 3.104206 -3.688947 -0.965106 0.1 0.0 0.0
H 1.812380 2.960841 0.967778 -0.1 0.0 0.0
O 2.708931 2.971140 -1.862888 -0.3 0.2 0.1
C 2.511141 -1.618543 -1.067478 0.3 0.2 0.2
C -0.312778 1.373070 -0.402367 0.0 -0.2 -0.1
H 2.546744 -3.992777 1.444044 -0.1 -0.1 0.0
H 4.052504 -2.605815 0.056589 0.1 0.0 0.0
N -1.551629 0.954303 -0.765793 0.0 -0.2 -0.4
H -4.540221 -2.276416 -0.688715 0.0 -0.1 0.0
C -4.189819 2.128269 1.554049 -0.1 -0.1 -0.1
H 3.171986 -1.371399 -1.898964 0.0 0.0 -0.1
C 2.417291 -0.408118 -0.131582 0.0 -0.5 0.2
H -4.295857 2.744807 2.433616 0.0 0.1 0.1
S 3.109135 2.078195 -0.813495 0.1 0.1 0.3
H 0.466907 0.106142 -1.993817 0.0 0.1 0.0
S -3.729325 -0.514864 -2.120766 -0.2 0.0 0.3
H -2.771416 -2.085108 -0.554627 0.0 -0.1 0.0
H 3.421433 -0.201490 0.250210 0.0 -0.3 0.1
C -5.158473 0.735516 -0.132826 0.0 0.1 0.1
O 4.442523 1.549231 -0.837832 0.0 -0.1 0.2
N 2.061584 0.796925 -0.847061 0.4 0.9 -0.1
C 2.142438 -3.144485 0.888464 0.3 0.0 0.1
H -6.013584 0.258150 -0.587291 -0.1 0.0 -0.1
C 0.762876 0.989478 -1.419980 0.0 0.3 -0.1
O -0.065852 1.998318 0.607522 0.0 0.1 0.1
H 1.404789 0.139416 1.699314 -0.1 0.0 0.0
C -5.303737 1.525200 0.994358 -0.1 0.0 0.1
H 0.486689 -0.952326 0.661999 -0.1 0.0 0.0
C -3.907036 0.550590 -0.689248 0.1 -0.4 -0.6
H -6.280787 1.667597 1.429430 -0.1 0.0 0.0
C -2.935827 1.956577 0.996704 0.2 0.1 0.1
C -3.617796 -2.105014 -1.235065 0.0 0.4 -0.2
```
Positions in Å, forces in eV/Å.

Summary:
HOMO: -8.9 eV
orbital gap: 9.316 eV
LUMO energy: 0.4 eV

# 5
Here is the ion C22H15F6N2O4S3 with charge -1 in a non-equilibrium geometry from the Open Molecules 2025 dataset. Energies are from wB97M-V/def2-TZVPD.

The geometry in XYZ format:
```
52
Properties=species:S:1:pos:R:3:forces:R:3
F 2.139239 0.484141 -3.052094 0.9 0.3 -0.7
O -1.180415 -0.059704 2.330794 -1.0 0.6 -0.1
C -3.645862 2.474124 -1.255117 -0.1 -0.1 0.1
H -2.780696 2.604931 2.057938 -0.1 -0.2 -0.4
H -4.457343 2.720115 -1.938203 0.1 0.0 0.2
C -3.599755 -1.559428 -0.753581 0.4 0.4 0.2
S 2.187516 -0.751870 2.161275 -0.9 0.3 -0.1
C -1.267076 -1.463922 -2.271999 0.0 -0.2 -0.5
F -5.019867 -2.157381 -3.956372 -0.2 0.6 0.7
H 4.685526 -1.388466 0.943052 -0.1 0.2 0.0
H -0.478225 1.234066 -1.300806 -0.8 0.1 0.2
S 1.102661 -0.197510 -0.563561 4.4 0.3 -0.2
H -2.290801 -1.617871 0.969390 0.0 -0.1 -0.4
C -2.357744 -1.598924 -0.119854 0.0 -0.1 0.0
O 2.454657 -1.960176 1.408899 0.4 0.3 0.5
N 1.247123 0.259351 1.201664 -2.4 1.5 1.2
C 0.100603 -2.307396 1.054110 -1.1 -1.9 1.3
C 2.463403 -0.409631 -2.092213 -3.3 -1.0 0.0
C -3.749543 2.767509 0.107460 0.3 0.0 0.1
F 2.370168 -1.650092 -2.605083 1.2 -0.8 -1.1
H -4.503069 -1.538505 -0.150767 0.1 -0.1 -0.2
C -1.197315 -1.595410 -0.889095 0.0 -0.3 0.1
F 3.715329 -0.180425 -1.679499 -0.4 -0.1 -0.2
H 6.922256 -0.299369 1.040472 -0.2 0.2 0.0
F -5.232211 -0.087703 -3.204417 -0.1 -1.1 0.1
H 0.777192 -2.471982 -0.903994 -0.4 0.0 0.1
S -0.470447 1.072903 1.777989 2.4 -1.1 1.8
O 1.590958 -0.799315 3.462580 0.4 -0.1 0.4
C -3.650276 -1.486655 -2.134066 -0.4 -0.2 -0.2
H 5.372365 2.550129 3.897097 0.0 -0.2 -0.3
C -2.500272 1.865847 -1.754253 -0.1 0.3 0.1
C 6.268303 1.253974 2.398597 -0.2 -0.1 0.1
C 6.086274 0.117928 1.601168 -0.1 0.3 0.3
C -4.980045 -1.394067 -2.824048 -0.1 0.4 0.0
C -1.440738 1.571198 -0.902743 0.2 0.0 -0.1
C 5.218532 1.717050 3.205750 -0.1 -0.1 -0.2
F -6.022331 -1.772590 -2.029677 0.6 0.2 -0.7
N -0.205268 -2.984366 1.957272 0.6 1.5 -1.9
H -0.345191 -1.397181 -2.855914 -0.2 -0.1 0.2
C 4.838828 -0.500342 1.546144 0.2 0.2 0.0
O -0.009991 2.138738 2.638377 -1.1 0.7 0.0
H -2.562868 -1.387547 -3.993563 0.1 0.0 0.2
H 7.233022 1.772959 2.400024 -0.3 -0.3 0.1
C -1.611151 1.729674 0.468551 0.5 0.4 0.0
C 3.779832 0.031167 2.275830 0.2 0.2 0.1
H -4.621779 3.287326 0.500543 0.2 -0.1 -0.1
H 3.119953 1.452505 3.733051 0.1 0.0 -0.1
C -2.729710 2.388757 0.984696 0.0 -0.2 0.0
H -2.431129 1.607776 -2.810055 0.1 0.2 0.2
C -2.488876 -1.446847 -2.911325 -0.2 0.2 0.2
C 3.959264 1.112153 3.134003 0.4 0.0 -0.1
C 0.196990 -1.749650 -0.304425 0.4 -0.5 -0.8
```
Positions in Å, forces in eV/Å.

Summary:
total charge: -1
HOMO: -2.7 eV
orbital gap: 5.265 eV
LUMO energy: 2.6 eV

Number 1: E_tot -249.36776 a.u.. Number 2: E_tot -1335.23025 a.u.. Number 3: E_tot -2932.71016 a.u.. Number 4: E_tot -1755.71742 a.u.. Number 5: E_tot -3051.44940 a.u..